Version A
Molecular formula: C3H2O2
Method: DFT, ωB97M-V/def2-TZVPD

```
! RIJCOSX wB97M-V def2-TZVPD def2/J DEFGRID3
* xyz 0 1
C 0.84338 0.64837 0.23188
C 0.74234 -0.20152 1.36943
C -0.71874 0.22783 0.80486
O -0.42324 1.34033 0.09348
O -0.53385 0.25521 2.10479
H 1.58111 0.63670 -0.64540
H -1.25029 -0.57103 0.35066
*
```

Values from the calculation:
LUMO energy = 0.462 eV
E_HOMO = -0.349 Eh


Version B
Molecular formula: C3H2O2
Method: DFT, ωB97M-V/def2-TZVPD

```
! RIJCOSX wB97M-V def2-TZVPD def2/J DEFGRID3
* xyz 0 1
C 0.31827 -0.35226 0.09086
C 1.49876 -0.06335 -0.27920
C -1.10711 0.03632 0.02504
O 3.00319 0.88277 0.10391
O -0.63422 -1.28503 0.05514
H -1.58992 0.38920 0.92827
H -1.48898 0.39234 -0.92403
*
```

Values from the calculation:
LUMO energy (alpha / beta) = -2.120 / -2.169 eV
E_HOMO (alpha / beta) = -0.367 / -0.366 Eh


Version C
Molecular formula: C3H2O2
Method: DFT, ωB97M-V/def2-TZVPD

```
! RIJCOSX wB97M-V def2-TZVPD def2/J DEFGRID3
* xyz 0 1
C 1.14876 -0.32177 0.09211
C -1.07154 -0.35813 -0.64365
C -1.01597 0.68043 0.10414
O -0.89980 1.82487 0.40590
O 1.64968 -1.30039 0.49697
H 1.41673 0.85747 -0.02366
H -1.22786 -1.38249 -0.43180
*
```

Values from the calculation:
LUMO energy (alpha / beta) = -0.560 / -0.559 eV
E_HOMO (alpha / beta) = -0.349 / -0.349 Eh


Version D
Molecular formula: C3H2O2
Method: DFT, ωB97M-V/def2-TZVPD

```
! RIJCOSX wB97M-V def2-TZVPD def2/J DEFGRID3
* xyz 0 1
C -0.02228 -0.55582 -0.02916
C -2.44575 0.08722 0.07850
C 1.14134 0.27316 0.03199
O 2.34318 0.44462 -0.16521
O -1.25304 0.00420 0.25626
H -0.24501 -1.47203 -0.57779
H 0.48156 1.21865 0.40541
*
```

Values from the calculation:
LUMO energy = -1.473 eV
E_HOMO = -0.329 Eh


The least stable of them is version B.


Version A
Molecular formula: C4H9O3
Method: DFT, ωB97M-V/def2-TZVPD

```
! RIJCOSX wB97M-V def2-TZVPD def2/J DEFGRID3
* xyz 0 2
C -0.52501 -0.34208 -0.79558
O -1.73578 -0.90342 -1.00815
C -0.35075 0.42375 0.54087
C 1.12978 0.42252 0.92503
C 1.39266 1.08951 2.24088
O 1.86187 2.19234 2.31653
H 0.26749 -1.12223 -0.88133
H -0.31944 0.28280 -1.69231
H -0.77611 1.42376 0.51404
H -0.99143 -0.19098 1.17671
H 1.77327 0.79926 0.12892
H 1.35854 -0.64771 1.01484
H 0.95598 0.54913 3.10850
H -1.14631 -2.91049 -2.80416
H -1.54293 -1.46023 -2.38550
O -1.36377 -2.05186 -3.17974
*
```

Values from the calculation:
LUMO energy (alpha / beta) = 0.638 / -2.676 eV
E_HOMO (alpha / beta) = -0.378 / -0.377 Eh


Version B
Molecular formula: C4H9O3
Method: DFT, ωB97M-V/def2-TZVPD

```
! RIJCOSX wB97M-V def2-TZVPD def2/J DEFGRID3
* xyz 0 2
C 0.80670 2.37840 1.85516
C -0.33114 1.90717 1.02103
O -0.89107 0.78925 1.33522
O -0.63319 2.56459 0.03793
H 0.44536 2.68798 2.99145
H 1.29976 3.23546 1.39125
H 1.50185 1.63642 1.98192
C 0.45736 -1.54541 -1.00325
C -0.78759 -2.04337 -1.85426
O -0.02578 -1.47544 0.25051
H 1.20070 -2.39042 -0.97325
H 0.83548 -0.62231 -1.50831
H -0.49979 -2.29971 -2.92241
H -0.37138 -0.60573 0.54919
H -1.65834 -1.28320 -1.74293
H -1.34896 -2.93369 -1.40924
*
```

Values from the calculation:
LUMO energy (alpha / beta) = 0.641 / -4.099 eV
E_HOMO (alpha / beta) = -0.354 / -0.352 Eh


The least stable of them is version B.


Version A
Molecular formula: C4H7BrN3O2S
Method: DFT, ωB97M-V/def2-TZVPD

```
! RIJCOSX wB97M-V def2-TZVPD def2/J DEFGRID3
* xyz 1 1
C 1.07397 -2.54308 -1.39763
N 0.01076 -2.12512 -1.24184
C -1.16448 -1.60297 -0.98804
C -1.42257 -0.50392 -0.20013
Br -3.26111 -0.13808 0.01384
N -0.55948 0.30248 0.41808
C -1.00332 1.28901 1.37865
S 1.10066 0.33109 -0.14623
N 1.64286 1.73282 0.46822
O 0.98533 0.38255 -1.56017
O 1.74730 -0.77710 0.46662
H 2.01925 -2.97049 -1.59745
H -1.99356 -2.12594 -1.44611
H -1.63916 0.82633 2.13511
H -0.12289 1.70273 1.85945
H -1.55854 2.09475 0.89192
H 1.75810 2.48079 -0.19521
H 2.38687 1.64417 1.14093
*
```

Values from the calculation:
LUMO energy = -4.221 eV
Structure (SMILES) = C#[N+]/C=C(/Br)N(C)S(N)(=O)=O
E_HOMO = -0.479 Eh


Version B
Molecular formula: C4H7BrN3O2S
Method: DFT, ωB97M-V/def2-TZVPD

```
! RIJCOSX wB97M-V def2-TZVPD def2/J DEFGRID3
* xyz 1 1
C 0.99524 -0.11715 -1.10777
C -0.44711 0.55876 0.79573
C -2.33525 1.54474 -0.40569
C -2.37591 0.83238 2.06642
N 0.30273 0.56243 -0.25788
N 3.44609 -1.59780 -0.95713
N -1.83405 1.00431 0.74831
O 1.49655 -2.19223 -2.43413
O 2.11992 0.27120 -1.66284
S 2.71633 -1.43516 -2.43279
Br -4.15107 1.57105 -0.56897
H 0.56734 -1.04654 -1.57062
H -0.10539 0.20179 1.67814
H -1.90110 1.39701 2.85259
H -3.41818 1.26269 1.91810
H -2.31904 -0.24776 2.37392
H 4.35585 -1.16484 -0.90482
H 2.88703 -1.40487 -0.13059
*
```

Values from the calculation:
LUMO energy = -4.750 eV
E_HOMO = -0.449 Eh


The least stable of them is version B.


Version A
Molecular formula: C6H9O2P
Method: DFT, ωB97M-V/def2-TZVPD

```
! RIJCOSX wB97M-V def2-TZVPD def2/J DEFGRID3
* xyz 0 1
O -1.82661 -1.51585 0.88898
C -0.69902 -1.87688 0.18549
C 0.27554 -0.71635 0.26583
P -0.12957 0.93235 1.01725
C -0.90615 1.54535 -0.60367
O -2.31599 1.33420 -0.43210
C 1.53512 1.39003 0.58705
C 2.34257 0.42060 -0.00677
C 1.54234 -0.82215 -0.13105
H -1.51181 -1.43724 1.84107
H -0.34154 -2.82981 0.39927
H -1.05476 -1.84915 -0.87402
H -0.43812 1.14289 -1.54605
H -0.72280 2.62428 -0.73153
H -2.57375 0.44501 -0.54277
H 1.83653 2.36355 0.89317
H 3.10705 0.65360 -0.68518
H 1.88098 -1.80443 -0.52495
*
```

Values from the calculation:
LUMO energy = 0.376 eV
Structure (SMILES) = OCC1=P(CO)=CC=C1
E_HOMO = -0.318 Eh


Version B
Molecular formula: C6H9O2P
Method: DFT, ωB97M-V/def2-TZVPD

```
! RIJCOSX wB97M-V def2-TZVPD def2/J DEFGRID3
* xyz 0 1
O -2.99868 0.51415 -0.31120
C -1.67408 0.17254 -0.07025
C -1.07070 -0.83620 -0.75568
C 0.32250 -1.21623 -0.30749
C 1.19981 -0.18694 0.28499
O 2.24360 -0.93742 0.89150
P 1.93152 1.21631 -0.94572
C 0.31927 0.67874 1.28744
C -0.94835 0.85208 1.01112
H -3.21458 0.21407 -1.20510
H -1.51769 -1.44302 -1.37769
H 0.19712 -1.98828 0.44952
H 0.80452 -1.71060 -1.11122
H 2.68893 -0.50199 1.61540
H 0.78626 1.97185 -1.03997
H 1.84028 0.35595 -2.20567
H 0.77243 1.25607 2.21918
H -1.68214 1.58890 1.57082
*
```

Values from the calculation:
LUMO energy = 0.680 eV
Structure (SMILES) = OC1=CC[C@@](O)(P)C=C1
E_HOMO = -0.305 Eh


The least stable of them is version B.


Version A
Molecular formula: C2H3O3Si
Method: DFT, ωB97M-V/def2-TZVPD

```
! RIJCOSX wB97M-V def2-TZVPD def2/J DEFGRID3
* xyz -1 1
C -1.51843 -2.43193 -0.12446
C -1.84485 -1.06438 0.51190
O -1.98696 -3.55822 0.07389
O -0.47786 -2.11835 -0.86005
O -2.93468 -0.59782 0.91378
Si -0.17004 -0.18701 -0.01311
H 0.99850 -1.10410 0.51740
H 0.25926 0.96364 0.89235
H -0.50723 0.55991 -1.35086
*
```

Values from the calculation:
LUMO energy = 4.040 eV
E_HOMO = -0.167 Eh


Version B
Molecular formula: C2H3O3Si
Method: DFT, ωB97M-V/def2-TZVPD

```
! RIJCOSX wB97M-V def2-TZVPD def2/J DEFGRID3
* xyz -1 1
C 0.55480 -0.98051 -1.51758
C -0.48429 -0.01476 -1.70627
O 0.94781 -2.12607 -1.60180
O 1.00872 0.26184 -1.50121
O -1.22457 0.09709 0.02419
Si -0.39045 0.64210 1.23863
H 0.20497 1.94520 1.63722
H 0.88782 -0.09922 1.21065
H -1.50481 0.27434 2.21619
*
```

Values from the calculation:
LUMO energy = 4.100 eV
E_HOMO = -0.157 Eh


The least stable of them is version B.


Version A
Molecular formula: C16H20F12O8
Method: DFT, ωB97M-V/def2-TZVPD

```
! RIJCOSX wB97M-V def2-TZVPD def2/J DEFGRID3
* xyz 0 1
C 0.37521 1.66379 3.01186
C 0.59621 0.18079 3.28086
O 0.90721 -0.36121 1.98086
C 0.27521 -1.29021 1.40086
O -0.71179 -1.83321 1.85386
C 0.91221 -1.39521 -0.08914
F 0.16921 -2.51121 -0.73814
F 0.56921 -0.27521 -0.74114
F 2.17821 -1.71621 -0.12414
H 1.04021 2.12879 2.37186
H 0.47421 2.13379 4.04586
H -0.59879 1.91279 2.76286
H -0.21979 -0.30621 3.69086
H 1.47921 -0.04321 3.95386
C -2.60179 -8.71221 -2.81014
C -2.45379 -7.65221 -1.62114
O -3.23379 -6.50121 -2.02114
C -3.73579 -5.68521 -1.09114
O -3.61079 -5.70021 0.12286
C -4.44779 -4.38821 -1.76414
F -4.21379 -3.22021 -1.10914
F -4.11079 -4.26421 -3.00814
F -5.85379 -4.61621 -1.72414
H -3.70379 -9.04721 -2.78914
H -1.94079 -9.48321 -2.59814
H -2.53979 -8.22621 -3.68714
H -1.49979 -7.28021 -1.37914
H -2.82579 -8.08721 -0.57114
C 7.22721 4.19979 1.23186
C 5.88621 3.68279 0.87686
O 5.05521 4.79079 0.79086
C 3.63221 4.84279 0.66386
O 2.98221 3.84679 0.99386
C 3.02321 6.14079 0.26686
F 1.76821 5.97379 -0.33314
F 2.50721 6.82879 1.35486
F 3.76421 6.98979 -0.36014
H 7.70421 5.07279 0.47686
H 7.91321 3.58079 1.00886
H 7.35521 4.70979 2.17386
H 5.36421 2.79079 1.49086
H 5.96221 3.22679 -0.14014
C -3.25379 0.15179 -1.55614
C -2.70579 0.83579 -0.37714
O -1.90279 1.93679 -0.77314
C -1.79779 3.08279 -0.06514
O -2.34079 3.13579 0.99986
C -0.94179 4.15179 -0.79114
F -1.61979 4.32679 -1.99014
F -0.96379 5.29279 -0.12914
F 0.26521 3.69479 -1.00514
H -3.67779 0.82679 -2.07514
H -3.84779 -0.87421 -1.60214
H -2.57979 -0.02221 -2.26414
H -1.95779 0.31279 0.20686
H -3.49479 1.04679 0.31586
*
```

Values from the calculation:
LUMO energy = -0.257 eV
Structure (SMILES) = CCOC(=O)C(F)(F)F.CCOC(=O)C(F)(F)F.CCOC(=O)C(F)(F)F.CCOC(=O)C(F)(F)F
E_HOMO = -0.401 Eh


Version B
Molecular formula: C16H20F12O8
Method: DFT, ωB97M-V/def2-TZVPD

```
! RIJCOSX wB97M-V def2-TZVPD def2/J DEFGRID3
* xyz 0 1
C 1.71922 4.53365 -2.01881
C 0.29463 4.55477 -2.46164
O 0.26519 4.02390 -3.81245
C -0.87020 4.04249 -4.43396
O -1.80035 4.65296 -4.12669
C -0.83944 3.18136 -5.70599
F -1.04530 4.00105 -6.78368
F 0.29997 2.53824 -5.87763
F -1.83038 2.29993 -5.66966
H 1.83842 4.61912 -0.94687
H 2.27686 5.31697 -2.53993
H 2.22310 3.61743 -2.34588
H -0.05595 5.59043 -2.42826
H -0.36381 3.95265 -1.82688
C 0.89905 0.69948 2.82481
C 1.88580 0.61813 1.66797
O 1.19944 0.09973 0.54830
C 1.93206 -0.19968 -0.43680
O 3.07735 -0.13855 -0.45730
C 1.10434 -0.70789 -1.67218
F -0.18888 -0.98770 -1.34086
F 1.08989 0.24792 -2.65799
F 1.68405 -1.85769 -2.17335
H 0.03376 1.32198 2.56010
H 1.22979 1.13912 3.76576
H 0.53410 -0.31028 3.04673
H 2.74964 0.02229 1.97652
H 2.30191 1.61064 1.46354
C -2.20420 -3.83843 -1.41125
C -3.35722 -2.87922 -1.45747
O -2.96642 -1.74394 -2.29222
C -3.83139 -0.81596 -2.36621
O -4.84475 -0.82646 -1.85292
C -3.42277 0.33673 -3.31036
F -3.41748 1.42897 -2.69174
F -2.24949 0.20787 -3.85823
F -4.32421 0.41217 -4.29439
H -1.31081 -3.40366 -0.97610
H -1.97098 -4.19498 -2.41330
H -2.52070 -4.68236 -0.79396
H -3.55718 -2.46618 -0.46356
H -4.24974 -3.37955 -1.82622
C 3.37574 -1.95743 4.03313
C 2.76006 -3.12971 4.78560
O 1.32484 -2.97011 4.94730
C 0.88574 -2.16308 5.86664
O 1.49818 -1.40520 6.48874
C -0.63104 -2.20446 5.99507
F -0.93711 -2.30564 7.28649
F -1.12898 -1.06646 5.51713
F -1.16799 -3.20243 5.36396
H 4.45537 -2.00250 4.01392
H 3.07212 -0.99282 4.43928
H 2.91395 -1.99864 3.03502
H 3.21566 -3.15754 5.78968
H 2.94656 -4.08145 4.30904
*
```

Values from the calculation:
LUMO energy = 0.235 eV
Structure (SMILES) = CCOC(=O)C(F)(F)F.CCOC(=O)C(F)(F)F.CCOC(=O)C(F)(F)F.CCOC(=O)C(F)(F)F
E_HOMO = -0.406 Eh


The least stable of them is version A.